# 1
A cluster of 2 separate species, C4H9NO2 in total in a non-equilibrium geometry, computed with ωB97M-V/def2-TZVPD.

The value obtained for the HOMO energy is -8.2 eV. The energy relative to the best compared isomer or geometry (same formula, charge and spin) is 88.9 kcal per mole. The multiplicity is 1. Its SMILES is [H]/N=C\C.CC(=O)O. As for the gap between HOMO and LUMO: 8.72 eV.

Geometry (Å):
C 1.93 -0.08 1.14
C 0.89 0.83 0.55
O 1.45 2.00 0.13
O -0.29 0.87 1.01
H 0.71 2.62 0.03
H 2.90 0.07 0.67
H 1.61 -1.12 1.02
H 2.02 0.13 2.21
C -2.11 -0.14 -1.03
C -0.77 -0.74 -0.78
N -0.51 -1.98 -0.78
H -0.67 -2.50 0.08
H 0.18 0.03 -0.96
H -2.87 -0.68 -0.45
H -2.36 -0.21 -2.09
H -2.12 0.91 -0.75

# 2
The molecule C4H9NO2 in a non-equilibrium geometry, computed with ωB97M-V/def2-TZVPD.

The value obtained for the HOMO energy (alpha / beta) is -8.8 / -8.8 eV. The energy relative to the best compared isomer or geometry (same formula, charge and spin) is 133.6 kcal per mole. The multiplicity is 1. Its SMILES is COC/C(C)=N\O. As for the gap between HOMO and LUMO (alpha / beta): 9.05 / 9.05 eV.

Geometry (Å):
C 1.93 0.29 -0.23
O 1.27 -0.40 0.80
C 0.09 0.22 1.25
C -1.16 -0.09 0.44
N -1.96 0.79 -0.09
O -1.05 1.71 -0.70
C -1.25 -1.36 -0.32
H 2.96 -0.09 -0.24
H 1.48 0.10 -1.22
H 1.95 1.37 -0.05
H 0.21 1.30 1.37
H -0.09 -0.21 2.25
H -0.68 1.06 -1.35
H -0.64 -2.22 -0.04
H -0.77 -0.92 -1.24
H -2.28 -1.55 -0.64

# 3
The molecule C4H9NO2 in a non-equilibrium geometry, computed with ωB97M-V/def2-TZVPD.

The value obtained for the HOMO energy is -9.3 eV. The energy relative to the best compared isomer or geometry (same formula, charge and spin) is 131.2 kcal per mole. The multiplicity is 1. Its SMILES is C=[N+]([O-])OC(C)C. As for the gap between HOMO and LUMO: 10.29 eV.

Geometry (Å):
C 2.73 0.41 -0.57
C -1.34 0.80 1.05
C -1.52 -0.86 -0.98
C -0.66 -0.31 0.15
N 1.87 0.04 0.26
O 1.82 -0.24 1.43
O 0.54 0.14 -0.47
H 2.55 0.67 -1.61
H 3.73 0.39 -0.22
H -1.98 1.43 0.54
H -1.85 0.08 1.72
H -0.63 1.24 1.70
H -0.86 -0.56 -1.93
H -2.49 -0.37 -1.02
H -1.59 -1.90 -0.98
H -0.34 -0.96 0.93

# 4
A structure of composition C4H9NO2 in a non-equilibrium geometry, computed with ωB97M-V/def2-TZVPD.

The value obtained for the HOMO energy is -9.8 eV. The energy relative to the best compared isomer or geometry (same formula, charge and spin) is 67.4 kcal per mole. The multiplicity is 1. As for the gap between HOMO and LUMO: 10.67 eV.

Geometry (Å):
C 1.25 0.66 -1.20
C 0.40 0.41 0.00
C -0.93 1.14 0.09
O -1.51 1.21 1.36
N -0.02 -1.42 -0.35
C -0.22 -1.86 0.88
O -0.13 -1.08 1.83
H 2.09 -0.03 -1.16
H 1.65 1.68 -1.18
H 0.66 0.50 -2.10
H 0.96 0.59 0.93
H -0.76 2.19 -0.22
H -1.59 0.68 -0.66
H -1.31 0.36 1.80
H -0.11 -2.14 -1.09
H -0.47 -2.91 1.07